1.
{
  "formula": "C14H60O16",
  "method": "wB97M-V/def2-TZVPD",
  "energy_ev": -48249.108,
  "homo_ha": -0.3168,
  "lumo_ev": -0.340,
  "symbols": ["O", "H", "H", "O", "H", "H", "O", "H", "H", "O", "H", "H", "O", "H", "H", "O", "H", "H", "O", "H", "H", "O", "H", "H", "O", "H", "H", "C", "C", "O", "H", "H", "H", "H", "H", "H", "C", "C", "O", "H", "H", "H", "H", "H", "H", "C", "C", "O", "H", "H", "H", "H", "H", "H", "C", "C", "O", "H", "H", "H", "H", "H", "H", "C", "C", "O", "H", "H", "H", "H", "H", "H", "C", "C", "O", "H", "H", "H", "H", "H", "H", "C", "C", "O", "H", "H", "H", "H", "H", "H"],
  "coordinates": [[-2.586, -2.752, 1.101], [-2.809, -2.585, 0.186], [-3.003, -3.591, 1.301], [-3.596, 1.756, 2.467], [-2.773, 1.280, 2.574], [-3.968, 1.793, 3.348], [-4.032, 2.251, -0.177], [-4.886, 1.881, -0.401], [-3.963, 2.139, 0.771], [2.186, 2.900, 0.842], [1.655, 3.692, 0.754], [1.859, 2.314, 0.159], [1.096, -0.580, 4.364], [0.545, 0.177, 4.568], [0.478, -1.261, 4.098], [-0.975, -2.366, 3.875], [-1.499, -2.352, 3.074], [-0.954, -3.287, 4.132], [-2.514, 3.599, -2.111], [-3.422, 3.852, -2.274], [-2.574, 2.890, -1.470], [2.514, -1.097, -0.405], [2.062, -0.254, -0.366], [1.814, -1.739, -0.520], [2.674, 2.344, -2.073], [2.034, 2.416, -2.782], [3.218, 1.595, -2.317], [5.135, 0.684, 4.153], [4.459, 1.600, 3.154], [3.464, 0.831, 2.622], [5.604, -0.129, 3.598], [4.431, 0.143, 4.785], [5.836, 1.206, 4.803], [5.126, 1.950, 2.367], [4.072, 2.541, 3.544], [2.837, 1.330, 2.093], [2.027, -4.348, 0.560], [0.924, -3.588, 1.242], [0.067, -2.872, 0.385], [2.961, -4.409, 1.118], [2.208, -3.920, -0.426], [1.543, -5.293, 0.313], [1.286, -2.946, 2.045], [0.346, -4.313, 1.816], [-0.806, -2.789, 0.775], [0.572, 2.834, 4.541], [-0.907, 2.561, 4.822], [-1.146, 1.204, 5.033], [0.930, 2.546, 3.553], [1.098, 2.247, 5.294], [0.770, 3.873, 4.806], [-1.575, 2.891, 4.027], [-1.245, 3.081, 5.719], [-2.104, 1.144, 5.072], [-2.753, -0.309, -3.849], [-4.251, -0.522, -3.732], [-4.545, -1.798, -4.156], [-2.511, 0.695, -3.502], [-2.356, -0.481, -4.850], [-2.295, -1.053, -3.197], [-4.776, 0.059, -4.490], [-4.721, -0.268, -2.781], [-5.482, -1.966, -4.276], [1.717, 1.847, -5.425], [0.686, 1.103, -4.588], [0.270, 2.120, -3.576], [2.452, 2.453, -4.895], [1.275, 2.642, -6.026], [2.295, 1.160, -6.043], [1.143, 0.220, -4.141], [-0.078, 0.641, -5.212], [-0.398, 2.683, -3.972], [-0.348, 0.581, 1.335], [-0.804, 0.683, -0.130], [0.374, 0.849, -0.886], [-0.080, 1.547, 1.762], [0.471, -0.114, 1.521], [-1.195, 0.273, 1.948], [-1.482, 1.532, -0.212], [-1.391, -0.147, -0.525], [0.220, 1.260, -1.740], [-0.260, -2.563, -3.553], [0.782, -3.619, -3.376], [0.342, -4.458, -2.315], [-0.281, -1.902, -2.686], [-1.257, -2.973, -3.713], [-0.199, -1.963, -4.461], [1.683, -3.122, -3.016], [0.977, -4.256, -4.238], [0.284, -3.904, -1.534]],
  "lowdin_charge": [-0.0207, 0.0643, 0.0709, -0.0245, 0.0203, 0.0609, -0.0495, 0.0462, -0.0153, -0.0396, 0.0495, -0.0024, -0.0586, -0.0246, -0.0318, -0.0257, 0.0131, 0.0598, -0.0607, 0.0274, -0.0272, -0.0430, -0.0076, -0.0137, -0.0312, -0.0152, 0.0493, -0.0810, -0.3683, -0.0805, 0.0730, 0.0711, 0.0671, 0.1058, 0.1033, 0.0388, -0.0619, -0.3327, -0.0940, 0.0914, 0.0614, 0.0791, 0.1098, 0.1039, 0.0199, -0.0525, -0.3302, -0.0823, 0.0582, 0.0852, 0.0800, 0.0961, 0.1110, 0.0826, -0.0679, -0.3517, -0.0734, 0.0700, 0.0796, 0.0462, 0.1079, 0.1062, 0.0898, -0.0912, -0.2320, -0.1193, 0.0693, 0.0765, 0.0798, 0.1055, 0.0995, 0.0902, -0.0479, -0.2671, -0.0926, 0.0646, 0.0788, 0.0514, 0.0879, 0.1008, 0.0490, -0.1093, -0.2977, -0.0912, 0.0687, 0.0782, 0.0651, 0.1073, 0.1184, 0.0260]
}


2.
{
  "formula": "C3H11NO3",
  "method": "wB97M-V/def2-TZVPD",
  "relative_energy_kj_mol": 230.2,
  "energy_ev": -10920.620,
  "smiles": "NCCC=O.O.O",
  "homo_ha": -0.3492,
  "lumo_ev": 0.652,
  "symbols": ["C", "C", "C", "O", "N", "H", "H", "H", "H", "H", "H", "H", "H", "H", "O", "H", "H", "O"],
  "coordinates": [[1.120, 1.750, 1.167], [0.115, 1.585, -0.001], [0.114, 0.079, -0.451], [-0.110, -0.178, -1.609], [2.260, 2.669, 1.036], [1.378, 0.841, 1.683], [0.455, 2.375, 1.785], [0.363, 2.172, -0.885], [-0.958, 1.700, 0.173], [0.109, -0.729, 0.288], [1.973, 3.614, 1.260], [2.641, 2.730, 0.098], [-2.241, -0.282, -0.431], [-3.332, -1.040, 0.222], [-2.748, -0.299, 0.373], [-0.769, -5.036, -1.076], [0.459, -4.248, -1.168], [-0.118, -4.616, -0.490]],
  "lowdin_charge": [-0.2733, -0.1233, -0.2664, 0.0220, -0.0182, 0.0980, 0.1071, 0.1115, 0.1050, 0.1230, 0.0594, 0.0583, -0.0042, 0.0408, -0.0398, 0.0383, 0.0307, -0.0691]
}


3.
{
  "formula": "C4H16NO2S",
  "method": "wB97M-V/def2-TZVPD",
  "relative_energy_kj_mol": 13.0,
  "energy_ev": -20822.108,
  "charge": 1,
  "homo_ha": -0.4277,
  "lumo_ev": -3.024,
  "symbols": ["C", "C", "C", "S", "C", "N", "H", "H", "H", "H", "H", "H", "H", "H", "H", "H", "H", "H", "H", "H", "O", "H", "H", "O"],
  "coordinates": [[-0.438, 0.154, 1.104], [-0.453, 0.783, -0.260], [0.820, 0.596, -1.067], [2.334, 1.177, -0.242], [2.180, 2.934, -0.574], [-0.778, -1.301, 1.094], [0.583, 0.249, 1.481], [-1.032, 0.622, 1.888], [-0.727, 1.837, -0.182], [-1.313, 0.509, -0.871], [0.779, 1.142, -1.995], [1.025, -0.458, -1.234], [2.937, 3.443, 0.006], [1.183, 3.277, -0.336], [2.365, 3.115, -1.615], [-1.813, -1.401, 1.063], [-0.434, -1.752, 0.240], [-0.416, -1.788, 1.911], [1.022, -3.502, -0.719], [2.332, -2.661, -0.873], [1.462, -2.685, -0.449], [-3.911, -0.765, 0.112], [-4.146, -2.150, 0.744], [-3.560, -1.377, 0.773]],
  "lowdin_charge": [-0.1705, -0.2491, -0.4795, 0.8229, -0.3913, 0.1841, 0.0923, 0.1388, 0.1174, 0.1157, 0.0803, 0.0405, 0.0384, 0.0323, 0.0337, 0.0978, 0.1289, 0.1724, 0.0599, 0.0708, -0.0578, 0.0755, 0.0834, -0.0372]
}


4.
{
  "formula": "C6H6NO2P2",
  "method": "wB97M-V/def2-TZVPD",
  "relative_energy_kj_mol": 297.3,
  "energy_ev": -30479.252,
  "charge": -1,
  "smiles": "[H]/N=P(/[O-])=P1=C=C(C)C=CC1=O",
  "homo_ha": [-0.1490, -0.1144],
  "lumo_ev": [2.503, 2.837],
  "symbols": ["C", "C", "C", "C", "C", "C", "N", "O", "O", "P", "P", "H", "H", "H", "H", "H", "H"],
  "coordinates": [[0.444, -1.015, -1.510], [-0.407, -0.125, -2.116], [0.921, -0.844, -0.207], [-0.888, 1.121, -1.784], [0.334, 0.094, 0.473], [1.795, -1.888, 0.446], [-1.699, 2.794, 2.942], [-1.417, 1.995, -2.415], [-0.903, 0.345, 2.858], [-1.619, 1.424, 2.137], [-0.387, 1.488, 0.076], [0.475, -1.965, -1.917], [-0.841, -0.405, -3.027], [1.386, -2.595, 1.212], [2.651, -1.374, 0.895], [2.203, -2.541, -0.305], [-2.048, 3.492, 2.242]],
  "lowdin_charge": [-0.0802, -0.1366, -0.4179, -0.6231, -0.3339, -0.0686, -0.3281, -0.0480, -0.5358, 0.3610, 0.9075, 0.0848, 0.0853, 0.0874, 0.0704, 0.0487, -0.0729]
}


> Which formula does entry 1 have?

C14H60O16


> Which formula does entry 2 have?

C3H11NO3